(1)
Entry from OMol25: a structure of composition C11H25N2O3S in a non-equilibrium geometry (ωB97M-V/def2-TZVPD).

charge	+1
electronic energy	-31756.8846	eV
LUMO	-3.246	eV
HOMO	-0.505	Eh
multiplicity	1
ΔE to the lowest compared entry with this formula, charge and spin	534.4	kJ/mol

```
42
Properties=species:S:1:pos:R:3:forces:R:3
C -3.8044 0.4150 1.1264 0.9275 -0.8080 -0.2519
C -2.7359 1.5878 1.2999 -0.4899 0.3484 -0.5202
C -1.6354 1.5943 0.1231 -0.7621 0.5171 0.6983
C -2.1032 1.6906 2.7577 0.0489 0.5077 -0.4075
C -0.8077 2.6421 2.7401 -0.9189 -0.5836 -0.3319
C -1.8631 0.3039 3.4811 0.1312 2.1318 1.5236
O -1.3447 -0.7506 2.6270 -1.0920 0.2649 0.4231
N 0.0094 -0.6910 2.5017 1.2040 1.2869 0.4328
S 0.5024 -2.1938 1.5916 -1.5185 -8.3091 -1.1184
C 1.4331 -1.8101 -0.0019 -1.4352 0.8916 0.6756
O -0.7471 -2.8707 1.1921 1.5081 2.6451 0.4902
O 1.2552 -3.0936 2.4790 -0.1223 3.1551 -0.5625
H -3.2804 -0.4585 0.6111 -0.7088 0.9944 0.6458
H -4.1654 -0.0115 2.1153 0.1641 0.7910 -1.2186
H -4.6709 0.7018 0.4574 0.9953 -0.1876 0.9882
H -3.3184 2.5555 1.1414 0.8350 -1.0983 0.3302
H -0.7689 0.8990 0.3274 -0.9015 0.5091 -0.3600
H -1.2314 2.6542 0.0387 -0.3550 -1.4605 -0.1155
H -2.1540 1.3087 -0.8352 0.7483 0.2595 0.9372
H -2.8638 2.2531 3.3946 0.9008 -0.9163 -0.6294
H -0.5618 2.8807 3.8129 0.0944 -0.0175 -1.2840
H -1.0906 3.5608 2.1367 0.4845 -0.9073 1.0606
H 0.0673 2.1758 2.1797 -0.9010 0.5666 0.8839
H -1.1038 0.5002 4.3154 -0.8496 -0.4099 -0.9184
H -2.8043 -0.0176 4.0286 1.2177 -0.2785 -1.2330
H 0.5142 -0.6286 3.4124 -0.4056 -0.3417 -0.2525
H 0.3530 0.1022 1.9267 -0.5460 0.0624 0.1726
H 1.8876 -0.7891 0.0181 -0.9978 -1.1762 1.5981
H 0.6428 -1.8123 -0.8189 0.6573 -0.0595 1.4240
H 2.1694 -2.6354 -0.2304 -1.3420 0.5452 1.9270
C 2.0573 -1.5712 -5.0530 0.0086 -0.0075 -0.0449
C 2.7363 -0.2498 -4.7069 -0.3589 -0.1494 -0.2134
C 3.8128 -0.3972 -3.6263 -0.4408 -0.0342 0.3316
C 3.2047 -0.9152 -2.3689 0.4185 0.0998 -0.1008
N 2.7315 -1.3179 -1.3932 3.5664 1.2525 -5.5109
H 1.5283 -1.9905 -4.1933 0.0546 -0.0072 -0.0210
H 1.3213 -1.4233 -5.8449 0.0750 -0.0329 0.0378
H 2.7867 -2.3077 -5.4002 -0.0781 0.0218 0.0208
H 1.9760 0.4642 -4.3769 0.1493 0.0452 0.0014
H 3.1936 0.1624 -5.6092 0.0856 0.0450 0.1639
H 4.2778 0.5700 -3.4231 0.0092 -0.1190 0.1626
H 4.5947 -1.0865 -3.9538 -0.0601 -0.0370 0.1657
```
Forces are in eV/Å.

Atom charges from the Löwdin analysis, given in e for atoms 1 to 6:
1. C -0.0709
2. C -0.3525
3. C -0.0727
4. C -0.2974
5. C -0.0716
6. C -0.1149

---

(2)
Entry from OMol25: a structure of composition C11H25N2O4P2Y in a non-equilibrium geometry (ωB97M-V/def2-TZVPD).

electronic energy	-42601.2312	eV
LUMO	0.221	eV
HOMO	-0.271	Eh
multiplicity	1

```
45
Properties=species:S:1:pos:R:3:forces:R:3
C -0.7866 0.8458 -4.1021 -0.2440 -0.1550 0.0112
C -0.8345 0.3627 -2.7980 0.0273 -0.1891 0.0572
N -0.0377 0.8402 -1.8118 0.0639 0.0756 -0.6085
C 0.7955 1.8558 -2.1284 0.0807 0.3020 -0.1116
C 0.8367 2.4216 -3.3996 0.1126 -0.0813 0.2505
C 0.0471 1.8999 -4.4086 0.0671 0.2072 -0.1934
C -1.7863 -0.7853 -2.5387 0.0668 -0.3506 0.0399
P -2.2596 -0.9305 -0.7744 -0.7434 -0.2307 -0.6608
Y 0.0270 -0.3436 0.5166 -0.2310 -0.3583 2.2549
P 2.1570 1.3189 0.2642 0.2653 0.4078 -0.0269
C 1.7333 2.4737 -1.0981 -0.1348 -0.0952 0.2112
O -0.6259 -3.3618 -3.0529 0.7926 -0.5243 0.0224
O 0.4277 -3.7801 -0.4959 -0.0193 0.4406 1.1201
H -1.4246 0.3545 -4.8377 0.2098 0.3238 0.0922
H 1.5159 3.2573 -3.5446 -0.1720 -0.1484 -0.2132
H 0.0814 2.3186 -5.4122 0.0014 -0.1107 0.1627
C -3.7346 0.1178 -0.6683 -0.2294 0.2265 0.3779
C -2.8866 -2.6233 -0.5437 -0.1237 -0.0861 -0.0592
H 2.6686 2.7893 -1.5853 -0.3608 0.0251 0.0309
H 1.2728 3.3651 -0.6432 -0.0200 -0.2724 -0.1827
H -1.2993 -1.7621 -2.8330 -0.4216 0.9862 0.2520
H -2.6943 -0.6714 -3.1558 0.3381 -0.0201 0.1369
C 2.5270 2.3796 1.6940 0.0954 0.0275 0.1001
C 3.7699 0.6901 -0.2915 0.1844 -0.2164 0.1322
H 0.8168 -2.8282 -0.4343 0.0714 -0.7327 -0.0698
H 0.3511 -4.0542 0.4491 0.0436 0.1697 -1.1105
H -0.2274 -3.5584 -2.1688 -0.1740 -0.1479 -0.4686
H 0.1118 -3.3843 -3.6851 -0.3168 -0.0911 0.3880
H -0.8135 1.3031 1.0957 -0.3171 1.2749 -0.3928
H 1.2986 -1.5734 -0.3607 0.7957 -0.3393 -0.6956
H -4.5549 -0.3035 -1.2670 0.1690 0.1527 0.1755
H -4.0241 0.1955 0.3923 -0.0531 -0.0101 -0.4275
H -3.4909 1.1317 -1.0159 -0.0368 -0.3092 0.0877
H -3.7252 -2.8193 -1.2224 0.1342 -0.1296 0.1863
H -2.0804 -3.3530 -0.6970 -0.2326 0.2388 -0.0411
H -3.2107 -2.7042 0.5036 -0.0488 -0.0152 -0.2969
H 4.5128 1.4958 -0.3532 -0.0700 -0.2273 -0.0087
H 4.0951 -0.0884 0.4123 0.0590 0.2502 -0.1885
H 3.6451 0.2045 -1.2680 0.0086 0.1519 0.2115
H 3.3962 3.0177 1.5025 -0.1235 -0.0284 0.1712
H 1.6434 2.9804 1.9433 0.1969 -0.1564 -0.1337
H 2.7148 1.7146 2.5487 0.0808 0.2588 -0.1836
O -0.1644 -0.3025 4.2804 0.0087 -0.7939 -0.5562
N -0.0793 -0.3567 3.0853 0.4850 0.3872 -0.6600
O 0.0236 -1.5188 2.4736 -0.2857 -0.0866 0.8172
```
Forces are in eV/Å.

Atom charges from the Löwdin analysis, given in e for atoms 1 to 6:
1. C -0.0306
2. C -0.3049
3. N 0.0440
4. C -0.3094
5. C -0.0341
6. C -0.0473

---

(3)
Entry from OMol25: a cluster of 2 separate species, C11H25N3OP in total in a non-equilibrium geometry (ωB97M-V/def2-TZVPD).

charge	+1
electronic energy	-27605.4025	eV
LUMO	-3.421	eV
HOMO	-0.410	Eh
multiplicity	1

```
41
Properties=species:S:1:pos:R:3:forces:R:3
C 2.1139 0.6932 0.8538 1.2903 -0.1632 -0.2225
C 1.9514 1.1489 -0.7149 0.2244 0.7251 1.6456
P 0.1019 1.0102 -1.3114 0.3662 0.4868 -0.7135
C -0.6545 -0.6690 -0.8061 -1.3066 -0.7112 1.1102
C 0.0144 -1.9787 -1.5518 -0.5334 -0.5931 0.2312
C -0.7593 2.4802 -0.3825 0.0505 4.5239 1.9131
C -0.2446 4.0465 -0.5029 -3.9745 -3.6692 2.5795
N -1.2103 4.7934 0.4387 -0.4629 -5.1207 -0.5879
C -2.2215 3.8664 1.0817 3.8026 -0.1758 -3.0672
N -1.9364 2.4713 0.5679 2.2034 5.1170 -0.1909
C -2.7705 1.2848 1.0008 -2.1907 -0.7321 -1.2792
N -4.0828 1.8450 1.5364 1.3429 -1.3151 0.1255
C -4.3775 1.3742 2.9436 -1.3909 -0.0644 0.0844
H 1.5627 -0.3199 1.1044 0.9916 2.2097 -0.5286
H 3.2739 0.5000 1.0460 -2.5171 0.4369 -0.2675
H 1.7901 1.5763 1.5503 0.4020 -1.8747 -1.2556
H 2.6993 0.5869 -1.4178 -1.7938 0.9298 1.1881
H 2.2199 2.3108 -0.7551 -0.6167 -2.5360 -0.1526
H -0.6868 -0.7792 0.3712 0.1837 -0.0949 -2.3771
H -1.7959 -0.6517 -1.1521 2.5258 0.2550 0.6488
H 0.7949 -2.5619 -0.8912 -1.5454 1.5748 -1.3726
H 0.4900 -1.7318 -2.5925 -0.9141 -0.3945 2.0986
H -0.8864 -2.7429 -1.7234 2.0506 1.7008 0.2649
H 0.6382 4.5113 -1.1387 -2.3484 -0.9614 1.6576
H -1.1642 5.8255 0.5943 -0.2625 -1.4420 -0.0785
H -3.0140 4.2808 1.8446 1.7339 -1.3585 -1.9398
H -2.2261 0.5501 1.7360 -0.8871 1.8274 -1.3471
H -3.0614 0.6989 0.0027 1.1102 1.2118 2.1751
H -4.8542 1.6386 0.8646 1.0372 0.0599 1.0411
H -5.5665 1.3467 3.0424 2.7078 -0.0366 -0.0205
H -3.9548 0.2900 3.0797 -0.8539 2.1026 0.2203
H -3.9842 2.1524 3.7338 -0.5707 -1.7829 -1.5282
C 4.3344 -4.8468 -1.3730 0.2589 -0.0139 0.0433
C 3.1661 -3.9329 -1.0664 0.1164 -0.4115 -0.1400
O 2.3088 -3.8464 -2.1950 -0.3059 -0.1872 -0.2732
H 4.8989 -4.4740 -2.2340 -0.0810 0.0294 0.1746
H 5.0075 -4.9207 -0.5143 -0.0312 -0.0699 -0.0982
H 3.9831 -5.8506 -1.6332 0.0200 0.0579 0.1456
H 3.5203 -2.9255 -0.8286 -0.1642 -0.0368 -0.1452
H 2.5890 -4.3059 -0.2148 0.1291 0.0321 0.1960
H 1.9931 -4.7447 -2.3929 0.2035 0.4648 0.0425
```
Forces are in eV/Å.

Atom charges from the Löwdin analysis, given in e for atoms 1 to 6:
1. C -0.1883
2. C -0.4085
3. P 0.9463
4. C -0.4654
5. C -0.1604
6. C -0.2474

---

> Which value of electronic energy does entry 1 give?

-31756.8846 eV

---

> What is the multiplicity in the first record?

1